Entry a
Entry from the Open Molecules 2025 dataset: a single C3H8N4O molecule (ωB97M-V with the def2-TZVPD basis set).

As for the HOMO-LUMO gap: 9.566 eV. As for the SMILES: [H]/N=C(N)/C(=N\N)OC.

Last column: Löwdin charge in e.
Element x y z (Å)
C  -2.3961  -0.5462  -0.1050  -0.124
C  -0.2446  -0.3552  -0.0320  -0.411
C  1.1253  -0.7801  -0.1751  -0.471
H  -2.5797  -0.2624  -1.1533  0.106
H  -3.1888  -1.2404  0.3276  0.106
H  -2.6687  0.2418  0.5815  0.072
H  1.2066  1.7474  -0.0909  0.044
H  -0.0899  2.8129  -0.4185  0.112
H  2.9321  -0.0095  0.9361  0.171
H  1.0885  0.1713  1.7201  0.148
H  2.7495  -1.6200  -0.9348  0.096
N  -0.5231  0.8910  -0.1493  -0.012
N  0.3489  1.8610  -0.6222  0.015
N  1.7841  -0.0677  0.8972  0.020
N  1.6632  -1.5576  -0.9772  0.146
O  -1.2074  -1.2862  0.1958  -0.018


Entry b
Entry from the Open Molecules 2025 dataset: a 2-piece molecular cluster, C3H8N4O overall (ωB97M-V with the def2-TZVPD basis set).

As for the HOMO-LUMO gap: 10.021 eV.

Last column: Löwdin charge in e.
Element x y z (Å)
C  2.3209  -1.8151  -1.6179  -0.119
C  1.2149  -0.5791  -1.7090  -0.117
C  -1.2052  0.5052  0.6160  -0.377
H  3.4071  -1.3531  -1.4728  0.076
H  2.2092  -2.4190  -2.6663  0.078
H  2.2165  -2.8645  -0.9837  0.099
H  1.3192  0.0704  -2.5710  0.090
H  -0.3597  -0.7158  1.7455  -0.048
H  -1.9782  2.5055  -0.0647  0.204
H  -2.5658  0.8534  2.8673  0.236
H  -1.1713  2.2648  2.6250  0.129
N  0.3990  -0.3649  -0.6939  -0.076
N  -1.0906  -0.1789  1.7551  0.113
N  -1.9454  1.6903  0.7148  -0.110
N  -2.2138  1.9772  2.1177  -0.145
O  -0.5567  0.4236  -0.6621  -0.035


Entry c
Entry from the Open Molecules 2025 dataset: a 3-piece molecular cluster, C3H8N4O overall (ωB97M-V with the def2-TZVPD basis set).

As for the HOMO-LUMO gap: 8.206 eV.

Last column: Löwdin charge in e.
Element x y z (Å)
C  2.6387  -0.7694  0.0321  -0.185
C  0.7872  0.5485  -0.0562  -0.529
C  -1.2053  -0.9175  -0.2522  -0.162
H  3.2985  -0.4998  0.8789  0.080
H  2.7230  0.1330  -0.8007  0.115
H  2.9752  -1.6981  -0.7300  0.144
H  2.3773  1.6426  0.6094  0.212
H  -1.5836  1.1334  -0.0859  0.131
H  -0.5698  -1.9013  -0.3071  0.146
H  -4.1913  0.9368  1.2474  0.236
H  -3.5946  0.5416  -1.0585  0.195
N  1.3006  1.6067  -0.0262  0.129
N  -0.6846  0.4024  -0.2622  0.012
N  -2.5953  -0.9811  0.1559  -0.137
N  -3.0114  0.5180  0.2038  -0.236
O  1.3353  -0.6959  0.4514  -0.151


Entry d
Entry from the Open Molecules 2025 dataset: a 2-piece molecular cluster, C3H8N4O overall (ωB97M-V with the def2-TZVPD basis set).

As for the HOMO-LUMO gap: 7.789 eV.

Last column: Löwdin charge in e.
Element x y z (Å)
C  1.9043  1.2805  -0.1642  -0.105
C  1.7202  -0.2410  -0.2065  -0.452
C  -0.7592  -0.2157  0.0633  -0.679
H  1.5930  1.5802  0.8518  0.039
H  2.9406  1.9689  -0.3967  0.162
H  0.8549  1.7154  -0.5989  0.065
H  2.5580  -1.9452  0.5852  0.112
H  0.3980  -1.8194  0.5394  0.272
H  -0.0098  1.9161  0.7239  0.188
H  -1.7381  1.5780  -0.9716  0.307
H  -2.7987  0.8110  0.3709  0.119
N  2.8968  -0.8878  0.0852  0.045
N  0.4135  -0.7318  -0.0967  0.078
N  -0.9353  1.1459  0.3138  -0.016
N  -1.8321  -0.8545  -0.1570  0.007
O  -3.0988  -0.1814  -0.0345  -0.141


Most stable to least stable, the ends of the list are entry a and entry c.


Entry a
Entry from the Open Molecules 2025 dataset: a 2-piece molecular cluster, C2H5NOS overall (ωB97M-V with the def2-TZVPD basis set).

As for the HOMO-LUMO gap: 9.689 eV.

Last column: Löwdin charge in e.
Element x y z (Å)
C  -0.2854  -0.8221  -0.9500  -0.085
C  0.7330  -0.7422  -0.0994  -0.101
N  -1.7882  1.8706  1.2164  -0.332
O  0.1448  1.1314  2.6971  -0.501
S  -1.0305  0.7753  1.9183  0.798
H  -1.0657  -1.5836  -0.9283  0.057
H  -0.4243  -0.2910  -1.8624  0.039
H  1.5977  -0.1953  -0.3931  0.054
H  0.5134  -1.0344  0.8746  -0.005
H  -1.4628  2.9134  1.3693  0.076


Entry b
Entry from the Open Molecules 2025 dataset: C2H5NOS as an isolated structure (ωB97M-V with the def2-TZVPD basis set).

As for the HOMO-LUMO gap: 9.935 eV.

Last column: Löwdin charge in e.
Element x y z (Å)
C  0.1915  -0.3103  0.9847  -0.287
C  0.0835  0.9947  -0.4150  -0.482
N  -0.5609  -1.4988  0.7991  0.006
O  -0.9887  -0.5126  1.6426  -0.066
S  1.1901  0.5258  -1.7204  0.706
H  1.2294  -0.2727  1.3900  0.132
H  0.3031  1.9717  0.0455  0.057
H  -0.9176  0.9953  -0.6229  0.004
H  -1.1047  -1.3244  -0.0941  0.114
H  0.5742  -0.5687  -2.0095  -0.183


Most stable to least stable, the ends of the list are entry a and entry b.